The following is a quantum chemistry calculation of a molecular structure, C48H77BCl5MoN2P3, from the OMol25 dataset.

The HOMO energy (alpha / beta) is -12.511 / -12.559 eV. The HOMO-LUMO gap (alpha / beta) comes out at 5.2 / 5.6 eV. The net charge is +2. As for the spin multiplicity: 3.

Geometry as XYZ:
```
137
Properties=species:S:1:pos:R:3:forces:R:3
Mo -0.19128 0.62957 0.59723 0.77 -0.65 -0.38
C 3.13753 3.94007 2.76672 0.05 -0.01 -0.01
C 2.69530 2.78923 1.84458 -0.02 -0.03 -0.08
C 3.97782 2.15674 1.27004 -0.01 0.09 0.00
C 1.87681 3.37833 0.68565 0.07 0.14 0.15
P 1.53533 1.50360 2.61670 -0.30 0.21 -0.11
C 0.43744 2.47480 3.75032 -0.03 -0.09 -0.02
N -0.83253 2.60099 3.11256 -0.09 0.03 -0.05
B -1.12606 2.17682 1.78739 -0.66 0.11 0.64
N -2.48148 2.60840 1.56651 0.11 0.09 -0.04
C -3.17853 2.58722 0.31120 0.16 0.00 0.19
P -2.43970 1.24885 -0.72023 -0.22 0.18 0.20
C -3.89608 0.08941 -0.91972 0.16 -0.16 0.02
C -5.15483 0.81928 -1.39413 -0.13 -0.02 -0.03
C -3.59621 -1.04612 -1.90120 -0.13 0.05 -0.08
C -4.13257 -0.50521 0.47921 -0.05 0.10 0.00
C -1.89254 2.14814 -2.24631 0.15 -0.12 -0.12
C -0.70990 2.99912 -1.75437 -0.27 0.14 -0.06
C -1.36598 1.16376 -3.29633 -0.07 0.14 -0.08
C -2.97306 3.03945 -2.86728 0.04 0.10 -0.11
C -2.96330 3.23694 2.71751 -0.06 -0.04 -0.22
C -4.20590 3.79483 2.99571 0.00 0.06 -0.05
C -4.40047 4.32099 4.26241 0.00 0.00 0.01
C -3.38329 4.30101 5.22340 -0.05 0.02 -0.01
C -2.14204 3.75564 4.94458 0.10 0.02 -0.02
C -1.94877 3.21981 3.67703 0.26 0.02 0.03
C 2.35673 0.40353 3.91021 0.09 -0.14 -0.26
C 3.04605 1.28916 4.95872 0.03 0.05 0.05
C 1.23572 -0.42525 4.58063 0.06 -0.05 0.00
C 3.42511 -0.54847 3.34664 0.00 -0.02 0.12
H 3.57006 4.70710 2.11754 0.00 -0.05 0.05
H 3.92300 3.63279 3.45322 -0.04 -0.01 0.02
H 2.35183 4.42630 3.33620 -0.11 -0.01 -0.02
H 4.74903 2.92773 1.21242 -0.05 0.00 -0.01
H 3.82201 1.77905 0.26574 0.00 0.12 0.21
H 4.37841 1.34773 1.87703 -0.01 0.10 -0.02
H 2.50080 4.06207 0.10431 -0.01 -0.01 0.02
H 0.99456 3.92698 1.02401 0.01 -0.02 0.00
H 1.56433 2.58856 -0.00693 0.05 -0.10 -0.06
H 0.86727 3.44939 3.94054 0.14 0.22 0.08
H 0.34648 1.97157 4.70971 0.06 -0.06 0.06
H -3.07876 3.53930 -0.20845 -0.03 0.10 0.00
H -4.23705 2.40930 0.46120 -0.12 -0.06 0.03
H -5.04010 1.24323 -2.39026 0.01 -0.02 0.03
H -5.50361 1.60192 -0.72068 0.01 -0.06 -0.03
H -5.95093 0.07178 -1.44810 0.00 0.05 -0.03
H -3.70653 -0.72135 -2.93911 0.03 -0.02 0.09
H -4.32054 -1.85005 -1.73197 0.05 0.07 -0.03
H -2.59871 -1.45817 -1.77877 0.09 -0.02 0.02
H -4.31753 0.25508 1.24462 0.03 -0.04 -0.05
H -3.29355 -1.12518 0.79478 0.02 -0.04 -0.01
H -5.01338 -1.15060 0.43788 0.02 0.05 0.00
H 0.06869 2.37667 -1.29352 0.13 -0.17 -0.03
H -0.99237 3.77165 -1.03561 0.00 -0.04 0.01
H -0.22984 3.48590 -2.60582 0.00 0.01 0.01
H -0.64604 0.45563 -2.88839 0.05 -0.04 0.05
H -0.87167 1.72761 -4.09421 -0.05 -0.03 0.04
H -2.17151 0.58875 -3.74941 0.02 0.02 0.02
H -3.56055 3.60416 -2.14112 0.06 -0.02 -0.08
H -3.65808 2.45697 -3.48221 0.02 0.01 0.04
H -2.48606 3.76467 -3.52653 -0.06 -0.05 0.02
H -4.99458 3.83327 2.25246 0.05 -0.02 0.06
H -5.35731 4.76088 4.51407 0.05 -0.02 -0.02
H -3.57017 4.72756 6.20037 0.01 -0.02 -0.04
H -1.35079 3.75991 5.68631 -0.07 -0.02 -0.05
H 2.36660 1.92943 5.52158 -0.03 -0.01 -0.04
H 3.83214 1.90576 4.52643 -0.01 -0.05 0.00
H 3.52349 0.61460 5.67488 -0.03 0.05 0.00
H 1.45926 -0.52929 5.64444 0.02 -0.03 -0.04
H 1.18909 -1.42842 4.16307 -0.01 0.01 -0.01
H 0.23902 0.01044 4.50930 0.01 -0.02 0.01
H 4.38327 -0.04946 3.20345 -0.06 -0.04 0.03
H 3.13353 -1.01141 2.40893 0.04 0.07 0.20
H 3.59018 -1.34706 4.07583 0.00 0.06 0.00
Cl -0.87162 -1.28360 2.04509 0.03 0.09 0.03
C 0.74890 -1.83873 1.55400 -0.07 0.13 -0.11
C 1.34372 -0.91551 0.72521 -0.19 0.30 0.15
C 2.56495 -1.28425 0.19152 0.02 -0.07 -0.27
Cl 3.40789 -0.20419 -0.85466 -0.09 -0.34 -0.06
C 3.11900 -2.54130 0.47073 -0.05 0.02 -0.02
Cl 4.58060 -3.01023 -0.26820 0.12 -0.04 -0.07
C 2.50390 -3.39934 1.39126 0.02 0.09 -0.08
Cl 3.22962 -4.87706 1.82235 0.03 -0.08 0.02
C 1.28852 -3.03198 1.97427 -0.06 -0.09 0.08
Cl 0.54744 -3.95447 3.20127 -0.09 -0.12 0.00
C -2.35781 -3.86024 -6.48106 0.01 0.09 0.06
C -3.19555 -3.90540 -5.20806 0.10 0.03 0.01
C -2.29886 -3.83047 -3.95399 -0.01 0.06 -0.16
C -1.00176 -3.02428 -4.20569 -0.21 0.02 0.07
C -1.33793 -1.90263 -5.20116 0.00 -0.12 -0.01
C -1.64005 -2.50256 -6.58738 0.00 -0.05 0.08
P -0.18247 -2.42702 -2.64040 0.16 0.30 -0.12
C -0.15880 -3.87799 -1.49864 -0.12 -0.20 -0.02
C -1.52528 -4.01844 -0.79958 0.09 -0.16 0.05
C -1.50132 -5.03636 0.35355 0.07 -0.03 -0.08
C -0.47602 -6.15863 0.12013 -0.02 0.08 -0.06
C -0.33903 -6.43367 -1.37452 -0.02 0.09 0.06
C 0.31738 -5.23640 -2.07715 -0.05 -0.01 0.10
C 1.60290 -2.23028 -3.12786 0.04 -0.10 -0.15
C 2.23818 -3.29833 -4.06327 0.05 0.13 0.04
C 2.37806 -2.79869 -5.50074 0.03 0.06 0.04
C 3.31488 -1.57786 -5.58395 -0.03 -0.04 0.08
C 3.28004 -0.74944 -4.28702 -0.05 -0.10 -0.03
C 1.88248 -0.81343 -3.67276 -0.01 -0.13 -0.12
H -2.98371 -4.02500 -7.35710 0.02 -0.01 -0.03
H -1.62934 -4.67581 -6.46418 -0.01 0.00 0.01
H -3.80004 -4.81240 -5.17015 0.00 0.02 0.01
H -3.89858 -3.06572 -5.21693 0.02 -0.03 0.00
H -2.04491 -4.84129 -3.63179 0.02 -0.02 0.02
H -2.87089 -3.37529 -3.14364 -0.01 0.02 -0.04
H -0.27140 -3.68058 -4.68283 0.02 -0.08 -0.07
H -0.53976 -1.16892 -5.29070 0.06 0.06 0.01
H -2.21624 -1.36538 -4.82965 0.01 0.00 0.02
H -0.70718 -2.61964 -7.14194 0.01 0.00 -0.02
H -2.25347 -1.80026 -7.15474 0.00 0.02 0.00
H 0.56893 -3.55753 -0.74160 -0.02 -0.01 0.07
H -2.26441 -4.33362 -1.53429 0.05 0.00 0.12
H -1.85979 -3.04357 -0.43187 0.01 0.02 0.03
H -2.49877 -5.46867 0.45990 0.01 0.00 -0.01
H -1.29145 -4.52946 1.29353 0.02 0.03 0.12
H -0.77762 -7.05826 0.65577 0.02 0.00 0.03
H 0.50530 -5.87087 0.52137 -0.05 -0.02 -0.03
H -1.33267 -6.62303 -1.79561 0.04 0.00 0.01
H 0.25129 -7.33141 -1.55856 0.00 0.00 0.00
H 0.12777 -5.30028 -3.14928 -0.03 0.00 0.01
H 1.40088 -5.30740 -1.95087 0.01 0.02 -0.04
H 2.11162 -2.31028 -2.16204 0.03 0.02 0.01
H 1.68658 -4.23425 -4.03678 -0.02 0.00 -0.02
H 3.23801 -3.53679 -3.68456 -0.03 0.01 0.01
H 1.39175 -2.54031 -5.89522 -0.02 0.01 0.01
H 2.75544 -3.60428 -6.13166 -0.02 0.01 -0.02
H 3.02019 -0.95043 -6.42742 0.01 -0.01 -0.01
H 4.33719 -1.90456 -5.78182 -0.01 0.01 0.01
H 3.57036 0.28312 -4.48866 0.01 0.00 0.00
H 4.00709 -1.14795 -3.57188 -0.03 0.02 0.00
H 1.16267 -0.54773 -4.45062 -0.06 0.00 0.00
H 1.75332 -0.08007 -2.87736 -0.03 0.04 0.04
```
Positions in Å, forces in eV/Å.

The following is a quantum chemistry calculation of 6 unconnected molecules or ions with the total composition C48H77BClN3O14P2S, from the OMol25 dataset.

The HOMO energy is -7.203 eV. The HOMO-LUMO gap comes out at 7.0 eV. The structure (SMILES) is CC(C)Cc1cc2c(c(P(C)C)c1Cl)Sc1c(c(-c3ccncc3)cc(C[C@H](O)CN)c1P(C)C)N2OB(O)O.CCOC(C)=O.CCOC(C)=O.CCOC(C)=O.CCOC(C)=O.CCOC(C)=O. As for the spin multiplicity: 1.

Geometry as XYZ:
```
147
Properties=species:S:1:pos:R:3:forces:R:3
C 1.76463 4.12202 6.28561 -0.19 1.15 0.98
C 3.38963 3.91652 6.38602 -0.31 -0.04 1.02
C 3.65080 2.93207 7.70177 0.00 0.93 0.59
C 4.10211 3.35425 5.01676 -1.41 0.17 -0.25
C 2.86536 3.02235 3.95738 -1.21 -1.86 -1.54
C 2.34459 4.13846 2.82555 -1.54 -3.36 0.22
C 1.11582 3.78807 1.74605 1.78 -3.37 3.86
C 0.48002 2.25041 1.92364 2.04 1.87 1.59
C 0.97040 1.16626 3.05059 1.91 2.73 0.50
P 0.02495 -0.52096 3.08077 -0.81 0.60 -0.62
C -0.86378 -0.68908 4.80630 0.07 0.18 1.20
C 1.20394 -2.00257 2.83059 0.37 -1.63 0.62
C 2.20173 1.50638 4.09871 -1.69 3.98 -3.94
Cl 2.75715 0.22288 5.33035 -0.87 2.17 -1.97
S -0.93402 1.88517 0.68847 0.71 2.43 1.31
C -1.75905 3.60566 0.56629 -1.26 2.79 0.13
C -0.80142 4.98195 0.60650 -5.25 -0.06 -0.38
C -1.66130 6.37081 0.49725 -0.71 -1.46 0.11
C -0.90975 7.81512 0.46191 2.12 4.11 -0.72
C -0.66858 8.82378 1.75970 0.53 0.29 -1.74
C 0.07651 10.26899 1.73040 -1.14 -3.18 -3.63
N 0.58565 10.82234 0.44317 -2.61 -4.87 0.46
C 0.36342 9.97592 -0.76316 -0.75 -1.42 1.02
C -0.31003 8.50419 -0.94058 -0.04 1.89 4.61
C -3.32897 6.41877 0.36983 1.23 -3.87 0.14
C -4.21025 5.03701 0.35578 3.64 0.35 -0.28
C -5.86596 5.06148 0.26871 0.87 -0.08 0.89
C -6.38342 5.24044 1.83993 0.22 0.02 -0.32
O -5.46461 4.51168 2.77674 -2.38 -0.47 -0.92
C -7.94225 4.78055 2.06736 0.75 1.66 -0.36
N -8.31419 5.16018 3.48502 0.27 -0.52 -0.27
C -3.39071 3.62053 0.45144 3.07 2.92 0.30
P -4.40038 1.99382 0.45811 -1.46 0.85 -0.04
C -4.07278 0.91349 -1.08156 0.91 -1.05 -0.43
C -4.20123 1.02740 2.09386 0.96 0.27 1.63
N 0.65824 4.76822 0.68378 -2.81 -4.51 2.21
O 1.45008 5.81626 0.79442 2.95 3.36 -2.27
B 2.30290 6.05505 -0.38578 1.14 1.21 -0.80
O 3.36348 7.11198 -0.22502 -3.93 -1.99 1.65
O 2.13189 5.36428 -1.67857 -1.13 3.07 2.15
H 1.17361 3.10849 6.24019 1.28 2.01 -0.25
H 1.42931 4.89714 5.44187 0.78 -2.03 1.69
H 1.43493 4.63954 7.30830 0.73 -1.12 -2.04
H 3.86793 4.96508 6.66406 -1.00 -2.16 -0.72
H 2.68869 2.29871 7.99339 2.17 1.21 -0.86
H 4.60265 2.25621 7.59243 -1.95 1.20 0.10
H 3.85643 3.66329 8.61546 -0.44 -1.65 -1.79
H 4.79571 4.20038 4.58177 -1.34 -1.91 0.73
H 4.70915 2.36596 5.29736 -1.36 2.24 -1.00
H 2.90879 5.17126 2.85674 -1.38 -2.37 -0.25
H -1.87982 -1.30721 4.70117 2.47 1.20 0.01
H -0.14841 -1.18099 5.62531 -1.71 1.09 -1.65
H -1.19837 0.39242 5.16430 0.88 -2.22 -0.77
H 1.15222 -2.66724 3.82047 0.45 1.49 -1.98
H 0.77699 -2.71354 1.97428 0.89 1.94 1.68
H 2.30896 -1.71685 2.56999 -2.17 -0.50 0.62
H -1.08291 8.45446 2.81176 1.00 0.80 -2.54
H 0.17057 10.87556 2.73942 -0.08 -1.29 -2.53
H 0.74780 10.45947 -1.78741 -0.85 -1.05 2.68
H -0.39351 7.99260 -1.99196 0.14 1.16 2.31
H -3.87928 7.46846 0.27965 1.52 -2.49 0.23
H -6.32900 4.06706 -0.13817 1.35 1.78 0.72
H -6.21464 5.93457 -0.42841 0.70 -1.48 1.52
H -6.25694 6.38756 2.12664 -0.41 -2.35 -0.56
H -5.93605 3.67036 3.09991 0.78 1.59 -0.75
H -8.11897 3.64931 1.81090 0.41 2.22 0.71
H -8.59933 5.46764 1.34923 1.36 -1.67 1.29
H -7.79511 6.02261 3.80601 -0.72 -1.68 -0.57
H -8.19712 4.37023 4.15882 0.11 1.17 -1.12
H -5.11288 0.58522 -1.56593 2.33 0.97 1.11
H -3.52644 -0.06901 -0.71899 -0.87 1.91 -1.01
H -3.40130 1.49890 -1.86749 -1.46 -1.36 1.65
H -4.98765 1.47503 2.87091 1.66 -0.98 -1.86
H -4.42181 -0.11678 1.98888 0.51 2.20 -0.06
H -3.11990 1.20548 2.56365 -2.26 -0.69 -1.01
H 3.11583 7.59425 0.64068 0.73 -1.03 -1.89
H 1.49204 5.96677 -2.19841 1.49 -1.50 1.00
C -2.22892 -1.88377 -3.73378 -0.13 -0.22 0.07
C -0.96143 -1.14322 -3.35496 -0.11 -0.18 -0.09
O -0.52444 -1.51524 -2.03739 0.22 0.42 0.44
C 0.24251 -2.59124 -1.75795 0.56 -0.59 1.31
C 0.44148 -3.63722 -2.81374 0.54 0.07 -0.40
O 0.71389 -2.74288 -0.63487 -1.01 0.70 -1.67
H -2.06984 -2.96492 -3.76601 0.05 0.12 -0.09
H -2.58861 -1.55748 -4.71343 0.03 0.00 0.09
H -3.01384 -1.70222 -2.99123 0.14 0.10 -0.13
H -0.15973 -1.27718 -4.08833 -0.08 -0.11 0.13
H -1.17101 -0.06890 -3.32077 0.15 -0.18 0.28
H -0.30999 -4.42169 -2.68830 0.10 0.09 -0.03
H 1.43870 -4.06888 -2.69250 -0.29 -0.11 0.12
H 0.40066 -3.24813 -3.83221 -0.22 -0.08 0.07
C 1.93044 -8.57666 -6.01675 -0.01 -0.32 0.21
C 1.92558 -7.07193 -6.20165 0.17 -0.31 -0.24
O 2.03905 -6.39941 -4.93666 -0.17 0.71 0.51
C 3.20575 -6.13194 -4.31108 0.18 0.41 0.95
C 4.45920 -6.79993 -4.79173 0.25 0.40 -0.64
O 3.22762 -5.40519 -3.32222 -0.45 -0.95 -1.46
H 2.86807 -8.92567 -5.57597 -0.01 0.07 -0.10
H 1.78849 -9.08390 -6.97493 0.00 0.18 0.31
H 1.12868 -8.88030 -5.33453 0.06 0.13 -0.10
H 2.69658 -6.73049 -6.89985 -0.09 -0.12 0.23
H 0.96516 -6.76693 -6.63039 0.18 0.12 0.28
H 4.62080 -7.71630 -4.21728 0.05 0.18 -0.07
H 5.29980 -6.11942 -4.63120 -0.31 -0.34 0.21
H 4.45421 -7.03029 -5.85815 -0.18 -0.21 0.12
C 7.05651 -5.76376 0.84918 -0.25 0.07 -0.03
C 8.16385 -6.21232 -0.08410 -0.15 0.19 0.20
O 7.62217 -6.74220 -1.30523 0.17 -0.39 -0.48
C 7.27384 -5.99828 -2.37729 -0.52 -0.52 -1.24
C 7.16987 -4.50994 -2.22769 0.51 0.50 -0.05
O 6.98171 -6.53900 -3.43974 0.93 0.48 2.10
H 6.46220 -4.95732 0.41136 0.13 -0.02 0.07
H 7.47016 -5.41274 1.79852 -0.02 -0.05 -0.09
H 6.36688 -6.59131 1.04921 0.20 0.09 -0.01
H 8.89106 -5.41956 -0.28710 -0.17 -0.03 -0.06
H 8.72150 -7.02809 0.38792 -0.14 -0.01 -0.35
H 6.13611 -4.24419 -1.98985 0.09 -0.06 -0.05
H 7.45425 -4.04416 -3.17513 -0.28 -0.17 0.07
H 7.83934 -4.09550 -1.47244 -0.22 -0.07 0.09
C 1.03044 -11.32137 -11.55086 0.07 -0.16 0.19
C 1.02558 -9.81663 -11.73577 0.07 -0.29 -0.10
O 1.13906 -9.14411 -10.47078 -0.07 0.58 0.32
C 2.30575 -8.87665 -9.84520 0.07 0.74 1.17
C 3.55920 -9.54464 -10.32584 0.46 0.21 -0.52
O 2.32762 -8.14989 -8.85634 -0.42 -1.09 -2.02
H 1.96807 -11.67038 -11.11009 -0.04 0.04 -0.14
H 0.88849 -11.82860 -12.50905 0.00 0.07 0.09
H 0.22868 -11.62500 -10.86865 0.06 0.11 -0.19
H 1.79658 -9.47520 -12.43397 0.00 -0.05 0.18
H 0.06516 -9.51163 -12.16450 0.17 0.15 0.31
H 3.72080 -10.46101 -9.75139 -0.02 0.11 -0.08
H 4.39980 -8.86413 -10.16532 -0.18 -0.17 0.23
H 3.55421 -9.77500 -11.39226 -0.10 -0.19 0.16
C -6.44349 3.17680 8.89717 -0.26 0.05 -0.03
C -5.33615 2.72824 7.96388 -0.08 0.23 0.26
O -5.87783 2.19836 6.74276 0.06 -0.34 -0.79
C -6.22616 2.94228 5.67070 -0.30 -0.31 -0.57
C -6.33013 4.43062 5.82030 0.66 0.52 0.12
O -6.51829 2.40156 4.60825 0.45 0.33 1.49
H -7.03780 3.98324 8.45934 0.14 0.00 0.07
H -6.02984 3.52781 9.84650 -0.02 -0.05 -0.10
H -7.13312 2.34925 9.09719 0.21 0.08 0.00
H -4.60894 3.52099 7.76089 -0.18 -0.05 -0.07
H -4.77850 1.91247 8.43591 -0.15 -0.01 -0.36
H -7.36389 4.69636 6.05813 0.15 -0.03 0.10
H -6.04575 4.89640 4.87285 -0.18 -0.20 0.12
H -5.66066 4.84505 6.57555 -0.24 -0.12 0.13
```
Positions in Å, forces in eV/Å.

Energy relative to the best compared isomer or geometry (same formula, charge and spin), respectively: 13.5 1468.0 kJ/mol.